Entry P
The following is a DFT calculation (ωB97M-V/def2-TZVPD) of one molecule with the formula C3H5ClN2O.

CARTESIAN COORDINATES (ANGSTROEM)
O (2.385, -1.702, -0.114)
C (1.401, -1.026, -0.253)
N (1.396, 0.343, -0.027)
N (0.499, 1.246, -0.592)
C (-0.734, 1.082, -0.317)
C (-1.353, 0.075, 0.588)
Cl (-2.163, -1.214, -0.389)
H (0.427, -1.476, -0.512)
H (2.351, 0.717, -0.047)
H (-1.434, 1.804, -0.756)
H (-0.617, -0.389, 1.237)
H (-2.158, 0.541, 1.182)

The calculation puts the frontier orbital gap at 10.11 eV. The calculation puts the HOMO energy at -9.738 eV. Its SMILES is O=CN/N=C\CCl. The net charge is 0.

***

Entry Q
The following is a DFT calculation (ωB97M-V/def2-TZVPD) of one molecule with the formula C3H5ClN2O.

CARTESIAN COORDINATES (ANGSTROEM)
O (-0.304, 2.093, -0.104)
C (-0.546, 0.922, -0.014)
N (-1.834, 0.302, 0.071)
N (-1.870, -1.056, 0.084)
C (-0.441, -1.337, -0.430)
C (0.358, -0.274, 0.382)
Cl (2.179, -0.174, -0.016)
H (-2.426, 0.940, -0.540)
H (-1.854, -1.351, 1.117)
H (-0.418, -2.456, -0.136)
H (-0.449, -1.098, -1.598)
H (0.231, -0.420, 1.554)

The calculation puts the frontier orbital gap at 10.41 eV. The calculation puts the HOMO energy at -9.760 eV. Its SMILES is O=C1NNC[C@H]1Cl. The net charge is 0.

***

What should be chosen as the most stable of them? Choose entry P.

***

Entry P
The following is a DFT calculation (ωB97M-V/def2-TZVPD) of C7H8N2 as an isolated structure.

CARTESIAN COORDINATES (ANGSTROEM)
C (-0.882, 0.388, 1.011)
C (-1.719, 0.288, -0.027)
C (1.183, 1.119, -0.538)
C (1.449, 0.404, 0.762)
C (0.317, -0.540, 1.060)
C (-1.339, -0.752, -1.022)
C (-0.075, -1.410, -0.627)
N (0.534, 0.779, -1.565)
N (-0.056, -0.468, -1.648)
H (-0.823, 1.176, 1.780)
H (-2.539, 0.891, -0.382)
H (1.605, 2.091, -0.852)
H (2.369, -0.189, 0.932)
H (1.652, 1.134, 1.587)
H (0.199, -1.221, 1.814)
H (-2.130, -1.333, -1.662)
H (0.254, -2.356, -0.623)

The calculation puts the frontier orbital gap at 9.55 eV. The calculation puts the HOMO energy at -8.551 eV. The net charge is 0.

***

Entry Q
The following is a DFT calculation (ωB97M-V/def2-TZVPD) of one molecule with the formula C7H8N2.

CARTESIAN COORDINATES (ANGSTROEM)
H (-3.688, -1.938, 0.064)
N (-3.280, -1.006, 0.043)
C (-2.011, -0.999, 0.009)
C (-1.299, 0.225, -0.023)
C (-1.603, 1.553, -0.004)
C (-0.439, 2.345, -0.001)
C (0.664, 1.533, -0.007)
N (0.340, 0.229, -0.034)
C (1.160, -0.868, -0.146)
C (2.464, -0.870, 0.112)
H (-1.396, -1.913, 0.012)
H (-2.606, 1.936, 0.005)
H (-0.407, 3.420, -0.004)
H (1.695, 1.838, -0.025)
H (0.670, -1.770, -0.494)
H (3.052, -1.755, -0.050)
H (2.981, -0.007, 0.497)

The calculation puts the frontier orbital gap at 8.54 eV. The calculation puts the HOMO energy at -8.166 eV. Its SMILES is [H]/N=C/c1cccn1C=C. The net charge is 0.

***

Entry R
The following is a DFT calculation (ωB97M-V/def2-TZVPD) of a 2-piece molecular cluster, C7H8N2 overall.

CARTESIAN COORDINATES (ANGSTROEM)
C (-1.014, -2.861, -0.385)
C (-0.418, -1.725, -0.386)
N (0.223, -0.731, -0.364)
N (0.333, 0.580, -0.454)
C (1.364, 1.242, -0.225)
C (2.652, 0.692, 0.113)
C (3.634, 1.509, 0.553)
H (-0.624, -3.827, -0.622)
H (-1.980, -2.732, 0.036)
H (1.191, 2.319, -0.296)
H (2.849, -0.356, -0.272)
H (4.557, 1.220, 1.036)
H (3.175, 2.461, 0.745)
C (-4.571, 0.737, 0.032)
C (-3.495, 0.304, 0.191)
H (-5.429, 1.299, 0.029)
H (-2.447, -0.132, 0.271)

The calculation puts the frontier orbital gap at 7.93 eV. The calculation puts the HOMO energy at -7.902 eV. Its SMILES is C=C=N/N=C\C=C.C#C. The net charge is 0.

***

Entry S
The following is a DFT calculation (ωB97M-V/def2-TZVPD) of one molecule with the formula C7H8N2.

CARTESIAN COORDINATES (ANGSTROEM)
C (-1.789, -1.047, -0.634)
C (-1.464, -0.090, 0.422)
C (-2.191, 1.118, 0.411)
N (-2.876, 2.051, 0.375)
N (0.235, 0.556, 0.200)
C (0.611, 1.582, -0.498)
C (1.976, 1.681, -0.450)
C (2.324, 0.688, 0.456)
C (1.222, -0.018, 0.865)
H (-2.005, -0.597, -1.611)
H (-2.760, -1.568, -0.379)
H (-0.988, -1.851, -0.830)
H (-1.367, -0.468, 1.451)
H (-0.094, 2.102, -1.114)
H (2.612, 2.480, -0.648)
H (3.343, 0.386, 0.826)
H (1.205, -0.864, 1.441)

The calculation puts the frontier orbital gap at 8.81 eV. The calculation puts the HOMO energy at -8.311 eV. Its SMILES is C[C@H](C#N)n1cccc1. The net charge is 0.

***

What should be chosen as the most stable of them? Choose entry Q.

***

Entry P
The following is a DFT calculation (ωB97M-V/def2-TZVPD) of one molecule with the formula C4H7Cl.

CARTESIAN COORDINATES (ANGSTROEM)
C (0.067, 1.406, -0.006)
C (0.139, -0.054, -0.098)
C (-1.159, -0.809, 0.053)
C (1.225, -0.819, -0.104)
Cl (2.849, -0.111, 0.029)
H (-0.406, 1.797, -0.900)
H (-0.422, 1.552, 0.910)
H (1.046, 1.864, 0.031)
H (-1.167, -1.847, -0.203)
H (-1.517, -0.828, 1.098)
H (-1.889, -0.266, -0.620)
H (1.234, -1.886, -0.190)

The calculation puts the frontier orbital gap at 10.09 eV. The calculation puts the HOMO energy at -9.081 eV. Its SMILES is CC(C)=CCl. The net charge is 0.

***

Entry Q
The following is a DFT calculation (ωB97M-V/def2-TZVPD) of one molecule with the formula C4H7Cl.

CARTESIAN COORDINATES (ANGSTROEM)
C (1.566, 0.291, -0.652)
C (0.576, -0.436, 0.205)
C (-0.790, -0.111, 0.191)
C (-2.474, -0.501, 0.874)
Cl (-2.231, -0.756, 2.615)
H (2.602, 0.387, -0.138)
H (1.197, 1.212, -0.924)
H (1.611, -0.387, -1.616)
H (1.088, -1.197, 0.811)
H (-0.962, 0.595, -0.638)
H (-2.939, -1.416, 0.308)
H (-3.119, 0.352, 0.635)

The calculation puts the frontier orbital gap at 10.37 eV. The calculation puts the HOMO energy at -9.279 eV. Its SMILES is C/C=C/CCl. The net charge is 0.

***

What should be chosen as the most stable of them? Choose entry P.

***

Entry P
The following is a DFT calculation (ωB97M-V/def2-TZVPD) of one molecule with the formula C3H9N2O2P.

CARTESIAN COORDINATES (ANGSTROEM)
N (2.434, -1.596, -0.731)
P (1.859, -0.435, 0.266)
N (0.334, -1.054, 0.858)
C (-0.920, -0.149, 0.972)
C (-1.301, 0.652, -0.139)
C (-0.006, 1.467, -0.718)
O (0.565, 2.075, 0.440)
O (0.818, 0.491, -1.127)
H (1.943, -2.460, -1.016)
H (2.882, -1.225, -1.581)
H (0.500, -0.894, 1.901)
H (-0.315, 0.614, 1.538)
H (-1.464, -0.516, 1.793)
H (-1.540, 0.052, -0.986)
H (-2.253, 1.248, 0.047)
H (-0.003, 2.124, -1.625)
H (0.650, 3.191, 0.848)

The calculation puts the frontier orbital gap at 8.78 eV. The calculation puts the HOMO energy at -8.298 eV. Its SMILES is NP1NCC[C@@H](O)O1. The net charge is 0.

***

Entry Q
The following is a DFT calculation (ωB97M-V/def2-TZVPD) of one molecule with the formula C3H9N2O2P.

CARTESIAN COORDINATES (ANGSTROEM)
C (1.173, -1.641, -0.116)
P (0.785, -0.169, 0.946)
C (-0.821, -0.641, 1.718)
O (1.794, 0.166, 1.925)
N (0.593, 1.068, -0.287)
C (-0.860, 1.267, -1.389)
N (-0.624, 2.414, -2.020)
O (-1.815, 0.573, -1.221)
H (0.739, -1.454, -1.175)
H (2.213, -1.725, -0.108)
H (0.668, -2.485, 0.329)
H (-1.409, -0.847, 0.858)
H (-0.351, -1.302, 2.395)
H (-0.993, 0.323, 2.278)
H (0.737, 1.849, 0.221)
H (0.399, 2.722, -2.063)
H (-1.363, 2.828, -2.590)

The calculation puts the frontier orbital gap at 9.85 eV. The calculation puts the HOMO energy at -9.441 eV. Its SMILES is CP(C)(=O)NC(N)=O. The net charge is 0.

***

What should be chosen as the most stable of them? Choose entry Q.

***

Entry P
The following is a DFT calculation (ωB97M-V/def2-TZVPD) of one molecule with the formula C2H7N3O3.

CARTESIAN COORDINATES (ANGSTROEM)
N (-0.845, -0.454, 1.206)
C (-0.280, 0.143, 0.008)
N (-0.712, 1.522, -0.085)
N (-0.732, -0.550, -1.190)
O (-0.023, -1.741, -1.425)
C (1.269, 0.104, 0.163)
O (2.006, 0.235, -0.781)
O (1.675, -0.015, 1.417)
H (-1.794, -0.118, 1.326)
H (-0.902, -1.459, 1.059)
H (-0.572, 1.997, 0.799)
H (-0.196, 2.014, -0.805)
H (-0.675, 0.050, -2.009)
H (0.903, -1.541, -1.656)
H (0.880, -0.187, 1.972)

The calculation puts the frontier orbital gap at 10.42 eV. The calculation puts the HOMO energy at -9.723 eV. Its SMILES is NC(N)(NO)C(=O)O. The net charge is 0.

***

Entry Q
The following is a DFT calculation (ωB97M-V/def2-TZVPD) of a 2-piece molecular cluster, C2H7N3O3 overall.

CARTESIAN COORDINATES (ANGSTROEM)
C (-0.776, -0.875, 0.387)
C (0.232, 0.080, -0.159)
N (-0.189, 1.129, -0.862)
N (1.460, 0.097, 0.342)
N (1.476, -0.734, -2.665)
O (1.766, -1.248, -3.713)
O (1.999, 0.322, -2.280)
O (0.610, -1.263, -1.917)
H (-1.456, -1.176, -0.407)
H (-0.287, -1.769, 0.759)
H (-1.347, -0.411, 1.189)
H (0.524, 1.611, -1.397)
H (-1.097, 1.063, -1.295)
H (1.773, -0.718, 0.848)
H (2.152, 0.570, -0.235)

The calculation puts the frontier orbital gap at 9.59 eV. The calculation puts the HOMO energy at -9.040 eV. The net charge is 0.

***

What should be chosen as the most stable of them? Choose entry P.

***

Entry P
The following is a DFT calculation (ωB97M-V/def2-TZVPD) of FSn as an isolated structure.

CARTESIAN COORDINATES (ANGSTROEM)
Sn (-0.887, 0.345, -0.988)
F (0.887, -0.345, 0.988)

The calculation puts the frontier orbital gap at 7.40 eV. The calculation puts the HOMO energy at -16.050 eV. The net charge is +1.

***

Entry Q
The following is a DFT calculation (ωB97M-V/def2-TZVPD) of FSn as an isolated structure.

CARTESIAN COORDINATES (ANGSTROEM)
Sn (-0.759, 0.569, -1.063)
F (0.759, -0.569, 1.063)

The calculation puts the frontier orbital gap at 7.04 eV. The calculation puts the HOMO energy at -15.786 eV. The net charge is +1.

***

What should be chosen as the most stable of them? Choose entry P.